{"formula": "C3H6O2", "method": "ωB97M-V/def2-TZVPD", "lumo_energy_ev": 0.4556, "relative_energy_kj_mol": 399.8, "gap_ev": 9.291, "total_energy_ev": -7299.5341, "symbols": ["O", "O", "C", "C", "C", "H", "H", "H", "H", "H", "H"], "coordinates": [[0.1781, -1.5011, 0.0226], [-0.6316, 1.4782, -0.6972], [0.4509, -0.2451, 0.6975], [-1.0336, -1.8843, -0.2467], [0.5876, 0.8507, -0.3580], [-1.1671, 0.8262, -1.1621], [1.0507, 0.4116, -1.2518], [1.3972, -0.3967, 1.2183], [-1.6933, -1.1605, 0.3206], [-0.3604, -0.0145, 1.4057], [1.2215, 1.6355, 0.0513]]}



{"formula": "C3H6O2", "method": "ωB97M-V/def2-TZVPD", "smiles": "CO[C@H]1CO1", "lumo_energy_ev": 0.9251, "relative_energy_kj_mol": 327.8, "gap_ev": 10.529, "total_energy_ev": -7300.2804, "symbols": ["O", "O", "C", "C", "C", "H", "H", "H", "H", "H", "H"], "coordinates": [[0.4240, 0.1427, -0.6783], [-2.2151, -0.3780, -0.0065], [-0.5958, -0.1353, 0.1871], [-1.6326, 0.8376, 0.3315], [1.6868, -0.4842, -0.4363], [-0.3655, -0.8913, 0.9287], [2.1952, -0.0908, 0.4601], [-1.6986, 1.2509, 1.3283], [-1.6891, 1.5723, -0.4750], [1.5769, -1.5659, -0.3370], [2.3138, -0.2580, -1.3028]]}



{"formula": "C3H6O2", "method": "ωB97M-V/def2-TZVPD", "smiles": "COC(C)=O", "lumo_energy_ev": 0.7916, "relative_energy_kj_mol": 234.8, "gap_ev": 10.915, "total_energy_ev": -7301.2446, "symbols": ["O", "O", "C", "C", "C", "H", "H", "H", "H", "H", "H"], "coordinates": [[-1.7454, -1.4267, 0.1399], [0.3521, -0.9834, -0.4902], [-1.0256, 0.8671, -0.0785], [1.4776, -0.3727, 0.1954], [-0.8957, -0.5598, -0.1740], [-2.1190, 1.1642, -0.0060], [-0.7164, 1.1622, 0.8198], [2.2176, -1.1642, -0.2221], [1.7641, 0.4905, -0.1816], [1.3519, -0.4035, 1.1866], [-0.6612, 1.2262, -1.1893]]}



{"formula": "C3H6O2P", "method": "ωB97M-V/def2-TZVPD", "lumo_energy_ev": 4.2725, "relative_energy_kj_mol": 87.2, "gap_ev": 8.456, "total_energy_ev": -16593.3676, "total_charge": -1, "symbols": ["P", "O", "O", "C", "C", "C", "H", "H", "H", "H", "H", "H"], "coordinates": [[-0.7673, -0.6402, -0.8833], [-1.5480, -1.8874, -0.8232], [-0.6613, 0.1177, -2.3426], [-0.8302, 0.6058, 0.5246], [1.0268, -0.6701, -0.0058], [0.6783, 0.6932, 0.5002], [-1.0334, 0.1015, 1.3903], [-1.5636, 1.5124, 0.3144], [1.0329, 1.0540, 1.5918], [1.8511, -0.8000, -0.8386], [0.9763, -1.4694, 0.8048], [0.8385, 1.3825, -0.2325]]}



{"formula": "C3H6O2P", "method": "ωB97M-V/def2-TZVPD", "lumo_energy_ev": [3.8199, 3.8199], "relative_energy_kj_mol": 310.7, "gap_ev": [6.875, 6.874], "total_energy_ev": -16591.0505, "total_charge": -1, "symbols": ["P", "O", "O", "C", "C", "C", "H", "H", "H", "H", "H", "H"], "coordinates": [[-1.6895, 0.1175, -0.0547], [-2.3041, 0.3604, 1.2781], [-2.5416, 0.3691, -1.2507], [0.9910, 1.6660, -0.0612], [-0.7981, -1.5263, 0.0029], [2.0851, 0.9818, 0.1041], [0.1974, -1.5931, 0.6478], [1.9907, 0.0695, 0.8216], [-0.4826, -1.9182, -0.9952], [0.9922, 2.7059, -0.4781], [-1.4609, -2.3584, 0.3379], [3.0205, 1.1258, -0.3525]]}



{"formula": "C3H6O2S", "method": "ωB97M-V/def2-TZVPD", "smiles": "COCSC=O", "lumo_energy_ev": 0.7602, "relative_energy_kj_mol": 148.9, "gap_ev": 10.820, "total_energy_ev": -18137.4044, "symbols": ["S", "O", "O", "C", "C", "C", "H", "H", "H", "H", "H", "H"], "coordinates": [[-0.5564, -0.1477, 2.0460], [-0.7924, -2.2824, 0.3513], [-0.3369, 0.9298, -0.3920], [0.3947, 1.1487, -1.5588], [0.4207, 0.3007, 0.5732], [-1.0760, -1.7029, 1.3792], [0.8443, -0.6585, 0.2400], [-1.8221, -2.1210, 2.0804], [-0.2643, 1.5522, -2.3178], [0.7318, 0.1666, -1.9203], [1.2445, 1.8315, -1.4046], [1.2121, 0.9830, 0.9233]]}